Record 1
Here is 12 unconnected molecules or ions with the total composition C22H66O26S from the Open Molecules 2025 dataset. Energies are from ωB97M-V/def2-TZVPD.

The geometry in XYZ format:
```
115
Properties=species:S:1:pos:R:3:lowdin_charge:R:1
S -0.049 0.121 -0.001 0.37
O -0.826 0.948 1.038 -0.32
O -0.757 -1.033 -0.391 -0.30
O 0.050 0.998 -1.053 -0.28
O 1.247 -0.177 0.666 -0.32
C 0.307 -0.518 3.590 -0.18
C 0.183 -1.243 5.054 -0.18
O 1.215 -2.251 5.291 -0.10
O -0.689 0.517 3.393 -0.15
H 0.392 -1.216 2.705 0.10
H 1.340 -0.045 3.511 0.10
H -0.765 -1.625 5.117 0.07
H 0.256 -0.575 5.909 0.11
H 0.979 -2.946 4.646 0.08
H -0.677 0.779 2.392 -0.01
C -1.629 3.725 2.571 -0.34
C -0.150 3.894 2.815 -0.26
O 0.119 4.271 4.147 -0.05
O -1.865 3.249 1.338 -0.08
H -2.215 4.764 2.654 0.16
H -1.914 3.185 3.432 0.09
H 0.257 4.760 2.281 0.11
H 0.239 2.926 2.282 0.14
H 0.924 3.988 4.575 0.07
H -1.268 2.422 1.259 0.04
C -3.678 0.421 -1.620 -0.25
C -3.689 -1.121 -1.777 -0.26
O -3.123 -1.765 -0.674 -0.14
O -4.406 0.903 -2.667 -0.04
H -2.594 0.659 -1.867 0.12
H -4.099 0.703 -0.600 0.15
H -3.300 -1.543 -2.845 0.14
H -4.867 -1.525 -1.711 0.16
H -2.158 -1.513 -0.541 0.02
H -4.081 0.875 -3.509 -0.01
C 0.568 -4.260 -2.951 -0.32
C 0.440 -2.865 -2.653 -0.34
O -0.861 -2.648 -2.384 -0.04
O 1.856 -4.734 -3.087 -0.07
H -0.021 -4.565 -3.886 0.15
H 0.252 -4.793 -2.135 0.08
H 0.813 -2.252 -3.564 0.14
H 1.139 -2.606 -1.801 0.14
H -0.759 -1.924 -1.714 0.04
H 2.327 -3.996 -3.640 0.14
C 3.405 -4.162 -0.064 -0.23
C 3.407 -2.678 0.443 -0.18
O 2.337 -2.429 1.331 -0.08
O 4.373 -4.380 -1.002 -0.10
H 2.552 -4.349 -0.583 0.05
H 3.895 -5.062 0.404 0.15
H 3.166 -2.000 -0.269 0.06
H 4.330 -2.324 1.095 0.16
H 2.193 -1.553 1.154 -0.05
H 4.245 -3.969 -1.851 0.07
C -0.310 6.034 -1.392 -0.19
C 0.075 4.610 -1.354 -0.33
O -0.917 3.679 -1.426 -0.05
O -1.063 6.096 -0.140 -0.08
H -0.908 6.132 -2.322 0.13
H 0.650 6.520 -1.516 0.11
H 0.547 4.275 -0.431 0.13
H 0.627 4.204 -2.210 0.12
H -0.531 2.882 -1.122 0.02
H -1.104 5.186 0.207 0.05
C -3.946 0.521 2.920 -0.19
C -3.900 -1.027 2.878 -0.23
O -4.600 -1.462 1.650 -0.19
O -3.220 0.898 4.138 -0.07
H -5.248 0.802 3.031 0.18
H -3.392 1.003 2.086 0.10
H -4.312 -1.587 3.738 0.12
H -2.813 -1.246 2.657 0.11
H -4.237 -1.465 0.666 0.09
H -2.388 0.862 4.028 -0.11
C 3.271 0.060 -2.756 -0.27
C 3.196 1.472 -2.069 -0.24
O 2.050 2.128 -2.412 -0.04
O 4.445 -0.552 -2.346 -0.12
H 3.363 -0.178 -3.830 0.12
H 2.404 -0.647 -2.574 0.11
H 4.357 1.931 -2.246 0.19
H 3.071 1.307 -1.087 0.05
H 1.444 1.765 -1.824 -0.02
H 4.451 -0.383 -1.351 0.11
C -0.706 -5.581 1.127 -0.19
C -0.443 -4.211 0.592 -0.21
O -1.131 -3.151 1.358 -0.07
O -0.131 -6.538 0.169 -0.07
H -1.570 -5.866 0.811 0.04
H -0.653 -5.690 2.303 0.17
H -0.923 -4.289 -0.269 0.06
H 0.580 -4.079 0.308 0.09
H -1.065 -2.377 0.696 0.06
H 0.476 -7.106 0.632 0.06
C -1.979 1.742 -4.766 -0.18
C -1.427 0.377 -4.321 -0.26
O -0.147 0.457 -3.821 -0.06
O -3.336 1.578 -5.239 -0.07
H -1.475 2.204 -5.461 0.06
H -1.986 2.538 -3.999 0.14
H -1.221 -0.241 -5.214 0.13
H -2.260 -0.212 -3.843 0.09
H 0.060 1.005 -3.017 0.08
H -3.336 1.041 -6.012 0.07
C 3.332 2.268 2.491 -0.20
C 3.387 3.325 1.509 -0.29
O 3.235 4.625 1.997 -0.03
O 3.472 0.950 1.828 -0.12
H 2.298 2.218 2.938 0.13
H 4.041 2.245 3.157 0.06
H 2.588 3.208 0.848 0.11
H 4.243 3.158 1.077 0.08
H 4.089 4.681 2.473 0.10
H 2.559 0.441 1.803 0.08
```

E (hartree): -3231.759249
F_max (eV Å⁻¹): 11.77
Charge: -2
Kohn-Sham gap (eV): 8.228

***

Record 2
Here is a molecular structure, C22H67AgN14O10 from the Open Molecules 2025 dataset. Energies are from ωB97M-V/def2-TZVPD.

The geometry in XYZ format:
```
114
Properties=species:S:1:pos:R:3:lowdin_charge:R:1
Ag -16.743 15.678 -15.470 0.77
C -13.920 16.130 -17.718 -0.32
O -14.878 15.445 -17.004 -0.46
H -13.059 15.526 -18.059 0.05
H -14.244 16.618 -18.647 0.03
H -13.410 16.959 -17.191 0.05
C -11.021 17.383 -20.451 -0.05
C -9.638 18.010 -20.543 -0.41
C -8.570 17.214 -19.747 -0.18
O -8.561 15.844 -20.167 -0.21
C -7.653 15.501 -21.217 -0.09
N -9.306 18.234 -21.953 0.04
H -11.031 16.489 -21.080 0.05
H -11.862 18.010 -20.722 0.08
H -11.078 16.928 -19.455 0.08
H -9.656 19.004 -20.078 0.12
H -8.845 17.125 -18.694 0.09
H -7.568 17.653 -19.756 0.12
H -6.741 15.088 -20.780 0.09
H -7.383 16.398 -21.773 0.07
H -8.145 14.766 -21.849 0.07
H -9.599 17.437 -22.506 0.07
H -8.304 18.321 -22.077 0.06
C -10.129 12.337 -19.882 -0.06
C -10.793 12.433 -21.278 -0.42
C -11.609 13.721 -21.262 -0.20
O -12.605 13.912 -22.279 -0.23
C -13.810 13.231 -21.984 -0.10
N -9.765 12.462 -22.308 0.04
H -10.855 12.211 -19.075 0.07
H -9.566 13.248 -19.663 0.07
H -9.435 11.502 -19.778 0.08
H -11.334 11.486 -21.383 0.13
H -10.857 14.467 -21.538 0.11
H -12.008 14.060 -20.305 0.12
H -14.665 13.630 -22.533 0.09
H -14.083 13.387 -20.934 0.09
H -13.740 12.172 -22.242 0.09
H -9.695 11.559 -22.761 0.07
H -10.040 13.076 -23.071 0.07
C -16.400 18.740 -12.492 -0.05
C -16.337 18.907 -14.015 -0.42
C -15.571 20.150 -14.442 -0.21
O -15.766 20.353 -15.829 -0.18
C -14.677 20.957 -16.500 -0.10
N -15.782 17.671 -14.598 0.01
H -17.069 17.932 -12.207 0.08
H -16.877 19.647 -12.114 0.08
H -15.370 18.627 -12.156 0.08
H -17.338 19.100 -14.414 0.14
H -14.490 20.045 -14.277 0.13
H -15.967 21.013 -13.892 0.13
H -15.064 21.556 -17.321 0.09
H -14.022 20.219 -16.977 0.07
H -14.031 21.527 -15.830 0.09
H -15.003 17.395 -13.989 0.02
H -15.310 17.920 -15.470 0.07
C -11.007 19.586 -17.053 -0.04
C -9.916 18.611 -16.537 -0.40
C -8.592 19.317 -16.331 -0.20
O -8.125 19.704 -17.620 -0.22
C -7.074 20.663 -17.553 -0.09
N -10.441 17.972 -15.313 0.04
H -11.303 20.182 -16.185 0.08
H -11.901 19.040 -17.354 0.06
H -10.593 20.247 -17.812 0.08
H -9.732 17.840 -17.285 0.10
H -7.836 18.623 -15.946 0.13
H -8.721 20.211 -15.709 0.13
H -7.514 21.662 -17.497 0.09
H -6.548 20.503 -18.498 0.09
H -6.376 20.424 -16.745 0.09
H -11.448 18.066 -15.256 0.06
H -10.092 18.342 -14.438 0.08
C -17.427 15.055 -19.831 -0.69
O -18.401 14.769 -20.521 0.01
N -16.708 16.205 -19.958 0.16
N -16.892 14.198 -18.917 0.15
H -15.947 16.459 -19.364 0.04
H -17.087 16.933 -20.540 0.11
H -17.372 13.324 -18.782 0.10
H -16.128 14.392 -18.278 0.04
C -14.670 11.582 -15.890 -0.70
O -15.786 11.481 -15.398 0.00
N -14.351 12.608 -16.728 0.16
N -13.680 10.646 -15.759 0.15
H -13.405 12.717 -17.054 0.08
H -14.876 13.474 -16.704 0.04
H -13.989 9.780 -15.354 0.10
H -12.739 10.760 -16.082 0.09
C -14.106 17.170 -22.913 -0.68
O -14.538 18.317 -23.062 0.00
N -13.953 16.585 -21.692 0.17
N -13.694 16.441 -23.975 0.16
H -13.279 15.848 -21.588 0.06
H -14.468 17.029 -20.960 0.07
H -13.104 15.641 -24.094 0.09
H -13.906 16.989 -24.800 0.11
C -10.240 13.906 -15.609 -0.68
O -10.376 12.746 -16.026 -0.02
N -11.065 14.930 -15.901 0.18
N -9.124 14.254 -14.904 0.15
H -10.815 15.904 -15.796 0.05
H -11.899 14.850 -16.457 0.06
H -9.107 15.229 -14.654 0.09
H -8.439 13.547 -14.735 0.10
C -13.478 15.439 -13.108 -0.64
O -13.521 16.681 -13.151 -0.03
N -13.724 14.610 -14.155 0.18
N -13.082 14.821 -11.948 0.16
H -13.986 15.059 -15.023 0.05
H -13.275 13.718 -14.096 0.10
H -13.042 13.821 -12.000 0.10
H -12.516 15.434 -11.388 0.11
```

E (hartree): -2544.436499
F_max (eV Å⁻¹): 2.37
Kohn-Sham gap (eV): 7.913

***

Record 3
Here is 10 unconnected molecules or ions with the total composition C22H67N11O13 from the Open Molecules 2025 dataset. Energies are from ωB97M-V/def2-TZVPD.

The geometry in XYZ format:
```
113
Properties=species:S:1:pos:R:3:lowdin_charge:R:1
C -8.674 -0.185 3.591 -0.11
O -7.803 0.462 2.659 -0.18
C -6.471 0.620 3.153 -0.22
C -5.547 1.463 2.298 -0.18
N -5.004 0.773 1.112 -0.08
C -3.950 1.533 0.393 -0.17
C -3.744 1.016 -1.058 -0.24
O -4.953 0.916 -1.729 -0.18
C -4.838 0.326 -3.023 -0.08
H -9.653 -0.324 3.137 0.08
H -8.780 0.404 4.505 0.08
H -8.306 -1.172 3.882 0.08
H -5.934 -0.333 3.111 0.11
H -6.483 1.012 4.171 0.12
H -4.669 1.665 2.911 0.11
H -6.038 2.372 1.936 0.13
H -5.635 0.676 0.322 0.11
H -2.998 1.560 0.922 0.09
H -4.294 2.564 0.254 0.12
H -3.257 0.035 -1.017 0.12
H -3.032 1.749 -1.454 0.11
H -4.094 -0.472 -2.996 0.06
H -4.536 1.092 -3.740 0.09
H -5.772 -0.095 -3.392 0.09
C 9.105 1.213 -3.761 -0.11
O 8.366 2.161 -3.018 -0.20
C 7.475 1.615 -2.070 -0.26
C 6.776 2.781 -1.375 -0.20
N 5.822 2.350 -0.331 -0.03
C 4.624 1.774 -0.966 -0.23
C 3.402 1.762 -0.058 -0.24
O 3.768 0.941 1.020 -0.17
C 2.706 0.428 1.778 -0.11
H 8.467 0.516 -4.307 0.09
H 9.782 0.681 -3.087 0.09
H 9.710 1.805 -4.447 0.09
H 7.952 0.927 -1.362 0.12
H 6.750 0.961 -2.569 0.11
H 6.337 3.301 -2.227 0.12
H 7.564 3.418 -0.974 0.12
H 6.219 1.666 0.299 0.11
H 4.780 0.729 -1.257 0.10
H 4.414 2.281 -1.909 0.12
H 2.607 1.393 -0.712 0.09
H 3.210 2.791 0.259 0.13
H 2.958 0.249 2.823 0.09
H 2.095 -0.329 1.283 0.07
H 1.991 1.247 1.949 0.09
C -1.176 -1.149 -3.488 -0.12
O 0.005 -1.437 -2.754 -0.18
C 0.998 -0.412 -2.983 -0.20
C 2.296 -0.855 -2.281 -0.19
N 2.899 -2.006 -2.940 -0.07
C 4.041 -2.566 -2.237 -0.19
C 4.480 -3.774 -3.114 -0.22
O 5.610 -4.454 -2.569 -0.19
C 5.841 -5.652 -3.282 -0.12
H -1.978 -1.855 -3.286 0.06
H -1.129 -1.034 -4.575 0.09
H -1.528 -0.175 -3.128 0.07
H 0.695 0.588 -2.662 0.07
H 1.133 -0.419 -4.068 0.13
H 1.962 -1.099 -1.266 0.12
H 2.965 0.004 -2.326 0.10
H 2.196 -2.619 -3.327 0.11
H 3.903 -2.926 -1.213 0.12
H 4.834 -1.817 -2.249 0.11
H 4.676 -3.405 -4.123 0.12
H 3.670 -4.509 -3.133 0.11
H 6.485 -6.307 -2.696 0.09
H 6.217 -5.564 -4.303 0.09
H 4.876 -6.170 -3.302 0.08
C -1.836 3.472 4.214 -0.65
O -2.007 3.036 5.355 -0.01
N -1.589 4.764 3.908 0.17
N -2.122 2.747 3.107 0.17
H -1.423 5.412 4.657 0.11
H -1.497 4.996 2.935 0.10
H -2.198 1.747 3.222 0.07
H -1.747 3.145 2.255 0.04
C -2.614 -3.489 -0.991 -0.70
O -1.638 -3.740 -1.686 0.02
N -3.892 -3.617 -1.416 0.15
N -2.534 -3.216 0.333 0.17
H -4.050 -3.714 -2.405 0.10
H -4.728 -3.513 -0.870 0.10
H -3.352 -2.824 0.782 0.06
H -1.630 -2.935 0.686 0.05
C -1.654 -0.528 4.714 -0.61
O -1.613 -0.202 3.525 -0.02
N -1.715 -1.816 5.133 0.17
N -1.814 0.278 5.786 0.19
H -1.889 -1.969 6.104 0.10
H -1.681 -2.557 4.452 0.11
H -1.711 -0.053 6.723 0.11
H -1.786 1.276 5.568 0.05
C -0.397 2.952 -0.369 -0.65
O -0.926 3.311 0.681 0.00
N 0.362 3.816 -1.090 0.16
N -0.353 1.672 -0.809 0.19
H 0.750 3.529 -1.971 0.10
H 0.463 4.752 -0.740 0.11
H -0.637 0.979 -0.119 0.07
H 0.072 1.432 -1.685 0.04
O -3.872 -1.549 2.251 -0.09
H -3.005 -1.144 2.378 0.00
H -4.408 -0.859 1.806 0.00
O -0.831 -0.499 1.039 -0.09
H -1.202 -0.471 1.932 -0.02
H -0.562 -1.415 0.917 -0.03
O -0.061 -2.578 1.861 -0.04
H 0.229 -2.347 2.749 0.08
H 0.709 -2.987 1.452 0.09
```

E (hartree): -2458.859560
F_max (eV Å⁻¹): 2.42
Kohn-Sham gap (eV): 8.922
SMILES: COCCNCCOC.COCCNCCOC.COCCNCCOC.NC(N)=O.NC(N)=O.NC(N)=O.NC(N)=O.O.O.O